Entry 1:
Density functional theory data (ωB97M-V with the def2-TZVPD basis set) for C19H33F7NO11S3 as an isolated structure.

```
74
Properties=species:S:1:pos:R:3
O 6.6011 -2.4691 0.2316
S 5.5412 -1.4980 0.2886
O 5.8830 -0.0982 0.4034
C 4.5499 -1.6328 -1.1753
S 3.7154 -3.2266 -1.3880
O 4.0904 -4.0398 -0.2627
O 4.1233 -3.6680 -2.6986
N 2.1417 -2.9319 -1.4800
S 1.2877 -2.4049 -0.2700
O 1.9416 -2.2930 1.0101
O -0.0142 -3.0151 -0.3133
C 0.8185 -0.6223 -0.7336
F 1.0904 -0.4135 -2.0445
F -0.5084 -0.5052 -0.5615
C 1.4020 0.5580 0.1218
F 2.6300 0.3219 0.6154
F 0.5594 0.8044 1.1440
C 1.5069 1.8694 -0.7063
F 1.7067 2.8914 0.1305
F 2.5254 1.8259 -1.5510
F 0.3890 2.1257 -1.3656
H 4.6620 -1.8356 1.2497
H 3.8031 -0.8464 -1.2051
H 5.2240 -1.4845 -2.0241
C -3.2571 -0.7314 -2.2710
C -3.3719 0.7631 -2.0926
O -2.6512 1.3728 -1.3361
C -4.4389 1.4761 -2.8899
H -2.4648 -1.1142 -1.6345
H -4.1988 -1.2141 -2.0020
H -3.0328 -0.9722 -3.3107
H -5.4195 1.0845 -2.6133
H -4.2946 1.3230 -3.9613
H -4.4110 2.5371 -2.6609
C -4.8466 2.0013 1.3466
C -5.2346 3.3177 0.7198
O -5.4035 3.4266 -0.4725
C -5.3848 4.4938 1.6570
H -4.7584 1.2413 0.5748
H -3.8877 2.0999 1.8577
H -5.5986 1.6977 2.0779
H -4.4451 4.6747 2.1833
H -6.1578 4.2850 2.3987
H -5.6589 5.3800 1.0888
C 7.4007 -2.7170 4.7844
C 7.2656 -1.7192 3.6575
O 6.2202 -1.5479 3.0824
C 8.5029 -0.9464 3.2684
H 6.4432 -3.2029 4.9553
H 8.1468 -3.4700 4.5257
H 7.7209 -2.2114 5.6974
H 9.2886 -1.6358 2.9544
H 8.8677 -0.3673 4.1194
H 8.2599 -0.2782 2.4456
C -5.8176 -4.6088 -3.0422
C -4.4562 -4.4402 -3.6786
O -4.1210 -3.3990 -4.1898
C -3.5342 -5.6343 -3.6335
H -6.3809 -3.6833 -3.1366
H -6.3634 -5.4169 -3.5325
H -5.7069 -4.8596 -1.9860
H -3.9930 -6.4820 -4.1463
H -3.3417 -5.9196 -2.5981
H -2.5921 -5.3850 -4.1145
C -1.6400 5.5450 0.8430
C -1.3084 5.1935 2.2740
O -2.1712 4.9148 3.0754
C 0.1560 5.2042 2.6424
H -2.7167 5.5034 0.6949
H -1.2810 6.5494 0.6113
H -1.1555 4.8411 0.1639
H 0.5765 6.1984 2.4807
H 0.7013 4.4936 2.0193
H 0.2762 4.9268 3.6869
```

Computed properties:
Gap between HOMO and LUMO = 9.3515 eV
Net charge = -1
Electronic energy = -95779.39218 eV



Entry 2:
Density functional theory data (ωB97M-V with the def2-TZVPD basis set) for a 3-piece molecular cluster, C19H33N2O11P3S overall in a non-equilibrium geometry.

```
69
Properties=species:S:1:pos:R:3
C -2.4991 0.1294 -1.3667
C -2.0771 0.7135 -2.7258
O -2.6830 -0.1590 -3.7006
C -0.5672 0.6938 -3.0132
O 0.2762 1.6906 -2.4199
C -0.3063 2.6551 -1.6724
C -0.1393 2.5247 -0.2510
C -0.6310 3.4353 0.6171
C -0.3508 3.2001 2.0953
C 1.1447 3.5959 2.3557
O 1.4882 4.6714 1.9200
C -1.3545 4.5921 0.1645
N -1.8128 5.4647 1.1031
C -2.4734 6.4491 0.5377
C -2.6936 6.6107 -0.8572
N -2.2130 5.7820 -1.7534
C -1.5230 4.7359 -1.2229
C -0.9768 3.7587 -2.1307
P -1.1832 3.9988 -3.9440
S 0.4119 3.6500 -5.0010
H -2.4642 -0.9687 -1.4037
H -1.8970 0.4778 -0.5194
H -3.5513 0.4158 -1.2120
H -2.5838 1.6789 -2.8541
H -2.3399 0.0640 -4.5750
H -0.4174 0.7408 -4.1088
H -0.1912 -0.3019 -2.7182
H 0.4025 1.6691 0.1606
H -0.5848 2.1685 2.3961
H -0.9431 3.8662 2.7394
H 1.8625 2.9285 2.8828
H -2.8899 7.2129 1.2035
H -3.2845 7.4631 -1.1957
H -2.1856 3.0782 -4.3580
H -1.7569 5.2710 -4.1214
C -1.2510 -4.2351 -3.4196
O -0.7591 -4.3832 -2.0795
P 0.8111 -4.3745 -1.8540
O 1.6236 -4.1912 -3.0578
O 1.0848 -5.7233 -1.0587
C 0.8828 -6.9482 -1.7646
O 0.9875 -3.2720 -0.7334
C 2.2977 -3.0984 -0.1836
H -1.0102 -5.1205 -4.0070
H -2.3316 -4.1246 -3.3681
H -0.8272 -3.3504 -3.8914
H 1.3326 -6.9038 -2.7578
H -0.1856 -7.1529 -1.8501
H 1.3537 -7.7478 -1.1986
H 3.0002 -2.8013 -0.9630
H 2.6367 -4.0206 0.2904
H 2.2452 -2.3144 0.5692
C 2.6156 -0.5049 6.3757
O 2.1571 -0.2604 5.0380
P 1.5076 -1.4677 4.2395
O 1.4185 -2.7375 4.9608
O 2.3595 -1.5216 2.8950
C 3.7273 -1.9195 3.0078
O 0.1330 -0.8573 3.7549
C -0.6596 -1.6561 2.8660
H 3.4857 -1.1601 6.3597
H 2.8977 0.4506 6.8116
H 1.8269 -0.9508 6.9789
H 3.8254 -2.7977 3.6479
H 4.3188 -1.0971 3.4131
H 4.0939 -2.1641 2.0136
H -0.9367 -2.5951 3.3451
H -0.1132 -1.8577 1.9436
H -1.5614 -1.0982 2.6258
```

Computed properties:
Gap between HOMO and LUMO = 7.7370 eV
SMILES = C[C@H](O)COc1cc(CC=O)c2nccnc2c1[PH2]=S.COP(=O)(OC)OC.COP(=O)(OC)OC
Electronic energy = -84446.10538 eV
Energy relative to the best compared isomer or geometry (same formula, charge and spin) = 0.0 kcal/mol



Entry 3:
Density functional theory data (ωB97M-V with the def2-TZVPD basis set) for C19H33N2OPRuSi as an isolated structure in a non-equilibrium geometry.

```
58
Properties=species:S:1:pos:R:3
Ru 0.0497 -0.5921 -0.5721
Si -0.2792 -1.8149 1.3523
P -0.8041 -2.2030 -1.7663
N -1.2675 0.6285 -0.4327
H 1.4571 -0.5998 0.1243
C -0.7969 -1.8913 -3.5508
H -1.3899 -2.6781 -4.0460
H 0.2346 -1.9104 -3.9143
H -1.2362 -0.9190 -3.7529
C -0.0392 -3.8312 -1.5788
H -0.4806 -4.4843 -2.3466
H -0.2485 -4.2329 -0.5801
H 1.0395 -3.7494 -1.7326
C -2.5777 -2.3933 -1.4277
H -2.9395 -3.2793 -1.9791
H -3.1099 -1.5011 -1.7569
H -2.7589 -2.5368 -0.3432
C 1.1620 -2.7725 2.0995
H 2.0530 -2.1350 2.1892
H 1.3942 -3.6574 1.4914
H 0.8300 -3.0861 3.0880
H -0.6909 -0.8349 2.3881
H -1.3585 -2.8165 1.2361
C -2.5085 1.1412 -0.3328
C -4.1960 2.6225 -1.1904
C -2.9322 2.1493 -1.2532
C -3.4252 0.6472 0.6498
C -4.6953 1.1301 0.6825
C -5.1036 2.1279 -0.2286
H -4.5257 3.4020 -1.8971
H -2.1718 2.4724 -1.9855
H -3.0447 -0.1268 1.3353
H -5.4091 0.7466 1.4218
H -6.1220 2.5173 -0.1884
C 2.7442 -0.8589 -1.3059
O 1.6273 -0.8961 -2.1196
C 3.5607 0.2989 -1.5448
H 4.6502 0.0913 -1.2648
H 3.2565 1.2148 -0.8551
H 3.5006 0.6337 -2.5662
C 3.3592 -2.1513 -1.0469
H 3.3784 -2.7567 -2.0472
H 2.7966 -2.7793 -0.3207
H 4.3871 -2.0474 -0.6994
C 2.0623 4.6161 3.5437
C 1.7212 3.5196 2.6349
C 2.0506 2.2119 2.9962
C 1.7313 1.1757 2.1079
N 1.1397 1.4347 0.9556
C 0.7863 2.6636 0.5799
C 1.0815 3.7600 1.4129
H 1.5961 4.4731 4.5321
H 3.1545 4.6677 3.7082
H 1.7304 5.5767 3.1373
H 2.5477 1.9601 3.9348
H 1.9535 0.1153 2.3288
H 0.2683 2.7795 -0.3797
H 0.8075 4.7579 1.0758
```

Computed properties:
Gap between HOMO and LUMO (spin up / spin down) = 5.5725 / 6.4236 eV
Electronic energy = -45008.46385 eV
Multiplicity = 5



Entry 4:
Density functional theory data (ωB97M-V with the def2-TZVPD basis set) for a 4-piece molecular cluster, C19H33O6S2 overall in a non-equilibrium geometry.

```
60
Properties=species:S:1:pos:R:3
S -2.2669 -2.5896 0.3940
S -0.1835 -2.1867 0.6159
C -0.0552 -1.1767 2.1677
C 1.4297 -0.8705 2.6411
C 2.4031 0.1345 1.9593
C 3.8207 0.3985 2.5226
C 4.2638 -0.3738 3.8103
C 3.3301 -1.4065 4.5170
C 1.9196 -1.6287 3.9264
H -2.8200 -2.1277 1.5973
H 0.3701 -3.4549 0.7554
H -0.6215 -1.7493 2.9922
H -0.6444 -0.1945 2.0292
H 1.9950 0.6702 1.0247
H 4.4830 1.1481 1.9826
H 5.3235 -0.1809 4.2106
H 3.6986 -1.9725 5.4299
H 1.2416 -2.3732 4.4618
O 1.6503 0.4246 -1.4571
C 2.3862 -0.3748 -2.0063
O 2.9832 -1.3491 -1.2908
C 3.7034 -2.4534 -1.8656
C 5.1467 -2.0804 -2.1338
C 2.7195 -0.2352 -3.4630
H 3.1954 -2.8347 -2.7545
H 3.6726 -3.2563 -1.1248
H 5.2234 -1.2710 -2.8627
H 5.7022 -2.9407 -2.5131
H 5.6258 -1.7279 -1.2171
H 3.5488 0.4657 -3.5773
H 1.8435 0.1583 -3.9828
H 2.9644 -1.1771 -3.9500
O -3.8304 -0.6773 2.9195
C -3.5595 0.2989 3.5933
O -4.0602 0.4165 4.8297
C -3.6511 1.4180 5.7780
C -4.4334 2.7009 5.5853
C -2.7485 1.4290 3.0265
H -2.5703 1.5749 5.7431
H -3.8709 1.0089 6.7665
H -4.2511 3.1390 4.6016
H -4.1612 3.4351 6.3464
H -5.5065 2.5064 5.6514
H -3.4078 2.1060 2.4800
H -2.0116 1.0160 2.3382
H -2.1879 1.9863 3.7746
O -0.1757 1.1962 -7.5730
C -1.0028 1.3356 -6.7022
O -0.6857 1.0583 -5.4211
C -1.5154 1.3748 -4.2937
C -2.5288 0.2771 -4.0402
C -2.4149 1.7229 -7.0366
H -1.9791 2.3572 -4.4089
H -0.8453 1.4495 -3.4334
H -3.2138 0.1596 -4.8823
H -3.1157 0.4951 -3.1449
H -2.0243 -0.6833 -3.9060
H -2.9808 0.8275 -7.3012
H -2.3941 2.3995 -7.8924
H -2.9254 2.2577 -6.2375
```

Computed properties:
Gap between HOMO and LUMO = 7.6968 eV
Net charge = +1
Electronic energy = -54182.43322 eV